# 1
{"formula": "C4H9NO3", "method": "wB97M-V/def2-TZVPD", "lumo_ha": 0.0182, "gap_ev": 9.8, "symbols": ["O", "O", "O", "N", "C", "C", "C", "C", "H", "H", "H", "H", "H", "H", "H", "H", "H"], "xyz": [[-0.364, 1.764, -0.990], [2.515, -1.150, 1.275], [0.675, -2.203, 0.389], [-1.183, 0.246, 1.353], [1.144, -0.075, -0.426], [-0.298, 0.278, -0.894], [-1.420, -0.214, 0.091], [1.364, -1.218, 0.366], [2.945, -0.415, 1.049], [-1.908, 0.059, 2.223], [1.555, 1.032, -0.043], [-1.502, -1.019, -0.102], [-0.760, 0.154, -2.190], [2.023, -0.184, -1.422], [-0.905, 0.994, 1.241], [-1.332, 1.896, -1.361], [-2.549, 0.056, -0.560]], "nbo_charge": [-0.766, -0.686, -0.537, -0.770, -0.592, 0.116, -0.102, 0.763, 0.456, 0.388, 0.278, 0.139, 0.192, 0.273, 0.318, 0.476, 0.054]}

---

# 2
{"formula": "C3H4S", "method": "wB97M-V/def2-TZVPD", "lumo_ha": [-0.0316, -0.0243], "gap_ev": [8.1, 7.0], "symbols": ["S", "C", "C", "C", "H", "H", "H", "H"], "xyz": [[-1.777, -1.451, -0.167], [-0.392, -0.691, 0.494], [0.386, 0.314, -0.192], [1.644, 0.916, -0.132], [2.089, 1.137, 0.838], [0.053, -1.270, 1.291], [-0.122, 0.606, -1.118], [-2.101, -0.474, -1.020]], "nbo_charge": [0.131, -0.326, -0.393, -0.092, 0.138, 0.218, 0.200, 0.123]}

---

# 3
{"formula": "C5H9NO", "method": "wB97M-V/def2-TZVPD", "lumo_ha": 0.0367, "gap_ev": 11.0, "symbols": ["O", "N", "C", "C", "C", "C", "C", "H", "H", "H", "H", "H", "H", "H", "H", "H"], "xyz": [[-1.212, 0.183, 1.145], [0.292, 1.627, 2.177], [0.064, 0.683, 1.384], [1.733, 0.518, -0.680], [0.680, -0.069, 0.234], [-1.395, -1.348, -0.776], [-0.795, -0.102, -0.210], [2.674, 0.698, -0.153], [1.395, 1.462, -1.116], [-1.026, 0.785, -0.818], [-1.152, -2.205, -0.142], [-0.991, -1.507, -1.781], [1.933, -0.186, -1.496], [-0.672, 1.782, 2.493], [-2.482, -1.247, -0.842], [0.955, -1.073, 0.581]], "nbo_charge": [-0.524, -0.661, 0.554, -0.610, -0.302, -0.630, 0.107, 0.229, 0.215, 0.172, 0.216, 0.218, 0.214, 0.351, 0.225, 0.227]}

---

# 4
{"formula": "C21H26N3O", "method": "wB97M-V/def2-TZVPD", "lumo_ha": -0.1737, "gap_ev": 6.0, "charge": 1, "symbols": ["O", "N", "N", "N", "C", "C", "C", "C", "C", "C", "C", "C", "C", "C", "C", "C", "C", "C", "C", "C", "C", "C", "C", "C", "C", "H", "H", "H", "H", "H", "H", "H", "H", "H", "H", "H", "H", "H", "H", "H", "H", "H", "H", "H", "H", "H", "H", "H", "H", "H", "H"], "xyz": [[1.853, -0.775, -1.224], [3.906, 0.141, -0.969], [-3.723, 1.125, -0.238], [1.379, -1.051, 1.409], [4.167, 0.047, -2.389], [-2.458, -2.313, 0.380], [-3.641, -2.983, 0.656], [-0.434, 2.860, -2.169], [-4.849, -2.265, 0.759], [-2.619, 1.748, -0.783], [1.521, -2.026, 2.446], [3.048, -2.183, 2.649], [-1.294, -0.244, -0.283], [2.740, -0.353, -0.474], [-2.452, -0.917, 0.124], [-4.978, 1.887, -0.262], [2.565, -0.350, 1.061], [-4.875, -0.895, 0.508], [-2.727, 3.012, -1.389], [-1.367, 1.047, -0.826], [3.701, -1.030, 1.865], [-0.293, 1.640, -1.536], [-1.648, 3.569, -2.073], [-3.703, -0.198, 0.162], [4.908, 0.897, -0.226], [4.536, -1.384, 1.248], [5.149, -0.413, -2.547], [0.462, -0.691, 1.176], [-5.831, -0.376, 0.576], [3.297, -2.107, 3.710], [0.397, 3.281, -2.732], [4.057, -0.285, 2.588], [3.398, -3.149, 2.265], [-5.319, 2.082, -1.291], [2.522, 0.732, 1.311], [-0.365, -0.801, -0.395], [-5.779, -2.774, 1.013], [-1.502, -2.840, 0.312], [4.187, 1.046, -2.840], [-5.761, 1.348, 0.265], [-4.826, 2.847, 0.247], [-3.641, -4.059, 0.813], [3.393, -0.559, -2.865], [5.847, 0.323, -0.180], [0.632, 1.064, -1.598], [-3.670, 3.556, -1.332], [1.083, -2.998, 2.165], [1.076, -1.738, 3.417], [-1.762, 4.538, -2.550], [5.114, 1.841, -0.753], [4.580, 1.125, 0.799]], "nbo_charge": [-0.684, -0.430, -0.303, -0.640, -0.420, -0.141, -0.218, -0.222, -0.115, 0.301, -0.203, -0.408, -0.035, 0.688, -0.051, -0.421, -0.127, -0.251, -0.284, -0.148, -0.407, -0.125, -0.110, 0.207, -0.412, 0.225, 0.204, 0.375, 0.227, 0.220, 0.239, 0.216, 0.216, 0.231, 0.186, 0.275, 0.241, 0.240, 0.192, 0.229, 0.230, 0.242, 0.247, 0.206, 0.264, 0.234, 0.183, 0.170, 0.239, 0.207, 0.216]}

---

# 5
{"formula": "C6H14N2O", "method": "wB97M-V/def2-TZVPD", "lumo_ha": 0.0338, "gap_ev": 9.5, "symbols": ["O", "N", "N", "C", "C", "C", "C", "C", "C", "H", "H", "H", "H", "H", "H", "H", "H", "H", "H", "H", "H", "H", "H"], "xyz": [[-0.226, 0.829, 2.281], [1.105, 1.067, -1.016], [0.442, -1.486, -1.409], [-0.370, -0.844, -0.471], [1.837, -0.189, 1.670], [-1.159, 1.627, -0.193], [-1.822, -1.247, -0.497], [-0.001, 0.624, -0.148], [0.421, 0.285, 1.351], [-1.411, 1.894, -1.226], [2.407, 0.647, 2.086], [0.132, -2.388, -1.749], [-1.931, -2.323, -0.665], [2.374, -0.589, 0.809], [-0.891, 2.538, 0.348], [-2.346, -0.737, -1.311], [0.958, -0.851, -2.015], [1.038, 2.054, -1.255], [-2.270, -0.979, 0.465], [-0.027, -1.168, 0.806], [-2.048, 1.257, 0.317], [2.023, 0.953, -0.599], [1.765, -0.976, 2.422]], "nbo_charge": [-0.615, -0.857, -0.858, 0.121, -0.710, -0.622, -0.637, 0.001, 0.506, 0.210, 0.239, 0.384, 0.212, 0.213, 0.231, 0.213, 0.415, 0.374, 0.226, 0.108, 0.233, 0.370, 0.242]}

---

# 6
{"formula": "C5H8O", "method": "wB97M-V/def2-TZVPD", "lumo_ha": 0.0406, "gap_ev": 11.1, "symbols": ["O", "C", "C", "C", "C", "C", "H", "H", "H", "H", "H", "H", "H", "H"], "xyz": [[1.226, 1.173, 0.782], [1.919, -0.051, 0.543], [-0.191, 0.289, -1.168], [-0.757, -0.434, 0.827], [-1.535, 0.027, -0.434], [0.513, 0.114, 0.180], [-2.200, -0.715, -0.886], [0.065, -0.494, -1.892], [-0.728, -1.524, 0.949], [-0.063, 1.272, -1.635], [2.168, -0.633, 1.436], [-1.020, 0.037, 1.780], [2.699, -0.008, -0.225], [-2.098, 0.948, -0.258]], "nbo_charge": [-0.486, -0.113, -0.428, -0.429, -0.395, 0.211, 0.205, 0.211, 0.210, 0.221, 0.180, 0.221, 0.182, 0.208]}

---

# 7
{"formula": "C17H19AsN2O3Sn", "method": "wB97M-V/def2-TZVPD", "lumo_ha": [-0.0164, -0.0164], "gap_ev": [6.9, 6.9], "symbols": ["Sn", "As", "O", "O", "O", "N", "N", "C", "C", "C", "C", "C", "C", "C", "C", "C", "C", "C", "C", "C", "C", "C", "C", "C", "H", "H", "H", "H", "H", "H", "H", "H", "H", "H", "H", "H", "H", "H", "H", "H", "H", "H", "H"], "xyz": [[13.504, 10.794, 7.389], [12.700, 9.720, 9.835], [11.642, 11.822, 6.523], [15.096, 9.736, 6.397], [10.356, 13.782, 5.875], [10.891, 9.703, 6.038], [12.190, 9.442, 6.149], [13.874, 7.649, 5.847], [13.641, 7.934, 9.839], [7.002, 11.311, 5.386], [12.583, 8.183, 5.877], [15.095, 8.418, 6.088], [9.375, 11.591, 5.867], [16.367, 7.755, 5.907], [6.871, 12.704, 5.337], [9.311, 12.972, 5.750], [8.270, 10.782, 5.592], [16.411, 6.340, 5.747], [10.722, 11.055, 6.142], [8.004, 13.527, 5.392], [13.088, 10.478, 11.622], [10.944, 8.926, 9.680], [13.985, 6.240, 5.596], [15.185, 5.631, 5.626], [17.337, 5.772, 5.650], [15.190, 4.589, 5.462], [7.806, 14.599, 5.188], [13.420, 7.441, 8.883], [5.820, 13.054, 5.181], [12.169, 11.043, 11.842], [13.978, 11.128, 11.497], [13.352, 7.296, 10.661], [6.145, 10.635, 5.164], [11.059, 13.151, 6.269], [13.025, 5.708, 5.342], [10.177, 9.712, 9.859], [11.740, 7.476, 5.777], [13.237, 9.670, 12.405], [14.723, 8.158, 9.904], [10.781, 8.466, 8.715], [10.826, 8.229, 10.507], [17.299, 8.315, 6.036], [8.409, 9.697, 5.598]], "nbo_charge": [1.193, 0.883, -0.784, -0.837, -0.671, -0.450, -0.420, -0.255, -0.914, -0.274, 0.120, 0.404, -0.257, -0.282, -0.181, 0.376, -0.135, -0.157, 0.605, -0.280, -0.923, -0.951, -0.133, -0.285, 0.218, 0.211, 0.224, 0.240, 0.215, 0.240, 0.251, 0.225, 0.215, 0.504, 0.213, 0.239, 0.195, 0.242, 0.232, 0.259, 0.224, 0.228, 0.231]}

---

# 8
{"formula": "C5H9O7PS", "method": "wB97M-V/def2-TZVPD", "lumo_ha": 0.0240, "gap_ev": 10.5, "symbols": ["S", "P", "O", "O", "O", "O", "O", "O", "O", "C", "C", "C", "C", "C", "H", "H", "H", "H", "H", "H", "H", "H", "H"], "xyz": [[0.337, 1.472, 0.067], [-0.626, -0.390, -0.850], [0.653, 2.421, -0.949], [-0.577, 1.826, 1.069], [-1.641, -0.773, 1.487], [0.064, -1.012, -1.970], [-2.191, 0.012, -1.198], [-0.808, -1.378, 0.511], [1.648, 0.973, 0.733], [-2.934, -0.619, 1.059], [2.443, -1.606, 0.037], [-2.977, 0.444, -0.059], [2.858, -0.544, -0.653], [2.806, 0.812, -0.109], [-3.337, -0.095, 1.858], [-3.190, -1.598, 0.692], [3.689, 1.320, 0.304], [2.210, -2.527, -0.341], [-2.602, 1.413, 0.319], [3.452, -0.722, -1.633], [-4.087, 0.519, -0.485], [2.721, 1.575, -1.021], [2.089, -1.523, 1.131]], "nbo_charge": [2.135, 2.033, -0.920, -0.930, -0.237, -1.028, -0.781, -0.529, -0.703, -0.130, -0.358, -0.117, -0.240, -0.152, 0.225, 0.199, 0.232, 0.205, 0.225, 0.230, 0.207, 0.232, 0.200]}

---

Values of energy above the lowest of the compared OMol25 structures with the same formula, charge and spin, in order: 199.69, 76.54, 37.48, 7.70, 63.25, 46.98, 14.91, 15.28, all in kcal/mol.
Values of total energy, in order: -11918.882, -14006.260, -8867.587, -28710.933, -11475.027, -7360.218, -93728.333, -39783.071, all in eV.